Density functional theory data (ωB97M-V/def2-TZVPD) for 6 unconnected molecules or ions with the total composition C40H54F2N7O2 in a non-equilibrium geometry.

```
! RIJCOSX wB97M-V def2-TZVPD def2/J DEFGRID3
* xyz 1 1
C 1.74548 -2.57836 5.26309
C 1.63885 -3.74203 4.20138
C 2.90269 -4.58577 3.80484
N 0.45404 -3.94843 3.69154
C 0.26986 -3.39057 2.36070
C -0.55426 -2.01228 2.22688
C -1.38220 -1.92668 0.84190
O -1.08443 -0.68544 0.19868
C -2.98769 -1.84649 0.97937
C -3.47560 -1.11831 2.28779
C -2.91830 0.33572 2.48031
F -3.80319 1.11934 3.27219
C -0.89863 -3.30697 0.19098
C -0.16153 -3.36371 -1.20420
C 0.97442 -2.30985 -1.47093
C 2.08014 -2.20316 -0.38578
C 2.10539 -0.95008 0.40921
C 3.08080 -0.68324 1.47031
C 4.09144 -1.71353 1.76087
C 4.10772 -2.94780 0.95607
C 3.11491 -3.20183 -0.10429
N -0.40359 -4.21794 1.29551
C -1.37559 -5.27551 1.72050
C -2.56374 -4.77369 2.61218
O -3.67490 -5.01493 2.26876
F -2.42149 -4.10744 3.80530
H 1.26115 -1.63967 4.88472
H 2.78879 -2.43084 5.63947
H 1.11635 -2.92378 6.13733
H 3.84616 -4.07189 4.13239
H 2.87032 -4.68968 2.68134
H 2.85076 -5.63765 4.20923
H 1.32298 -3.29454 1.98212
H -1.14140 -2.02068 3.18345
H 0.21767 -1.22423 2.41922
H -1.33155 -0.72997 -0.74874
H -3.32965 -1.21530 0.10664
H -3.48689 -2.84569 0.89660
H -3.23380 -1.79275 3.15994
H -4.60389 -1.07588 2.25456
H -1.91813 0.30208 3.00286
H -2.83114 0.80831 1.46893
H -1.87860 -3.82348 -0.05548
H 0.29425 -4.39822 -1.30013
H -0.93355 -3.29145 -2.01269
H 1.49451 -2.61449 -2.43103
H 0.52706 -1.30023 -1.69300
H 1.35214 -0.13903 0.21535
H 3.01068 0.27932 2.04535
H 4.81308 -1.51071 2.59199
H 4.90922 -3.69257 1.18175
H 3.15250 -4.14479 -0.69926
H 0.32848 -4.79030 0.84215
H -0.84871 -6.08053 2.31619
H -1.84908 -5.80987 0.84866
N -4.61747 3.81708 3.44276
C -3.35134 4.32336 3.55169
C -3.42938 5.68852 3.43826
C -4.79649 6.01897 3.25966
C -5.50474 4.84413 3.26966
H -4.85743 2.84262 3.48433
H -2.50626 3.66985 3.69880
H -2.59694 6.37375 3.48029
H -5.21419 7.00616 3.13825
H -6.56065 4.65090 3.16756
N -2.75370 -0.83827 -4.05115
C -4.03995 -0.72035 -4.50535
C -4.48180 0.54178 -4.20053
C -3.42110 1.21510 -3.54260
C -2.36751 0.34145 -3.46683
H -2.18207 -1.66052 -4.13457
H -4.52806 -1.54271 -5.00336
H -5.45876 0.93869 -4.42688
H -3.42907 2.22692 -3.16812
H -1.37834 0.45480 -3.04897
N 0.64692 3.18716 -7.20749
C -0.26909 4.20127 -7.13263
C -1.36923 3.72902 -6.46403
C -1.10545 2.37912 -6.11653
C 0.14697 2.07407 -6.58614
H 1.54753 3.25015 -7.64968
H -0.05972 5.16792 -7.56186
H -2.26427 4.29103 -6.24724
H -1.75927 1.70873 -5.58294
H 0.72376 1.16425 -6.53354
N 1.63492 3.06303 1.53194
C 1.56759 4.24578 2.21966
C 2.59535 5.04392 1.78944
C 3.30851 4.31953 0.79973
C 2.69184 3.10281 0.66018
H 1.00597 2.28761 1.64816
H 0.79660 4.41515 2.95426
H 2.81107 6.03914 2.14463
H 4.17598 4.65428 0.25134
H 2.91223 2.26259 0.01897
N 4.93537 2.50389 -2.22402
C 5.97075 1.88059 -2.86806
C 5.69607 1.88468 -4.21133
C 4.44973 2.54052 -4.38575
C 4.00653 2.91350 -3.14300
H 4.86799 2.64049 -1.22999
H 6.80968 1.48841 -2.31573
H 6.32122 1.46468 -4.98375
H 3.93638 2.71957 -5.31757
H 3.11307 3.43240 -2.83305
*
```

Output
* HOMO-LUMO gap: 5.99 eV

Density functional theory data (ωB97M-V/def2-TZVPD) for a molecular structure, C3H2BiCl2GaO4 in a non-equilibrium geometry.

```
! RIJCOSX wB97M-V def2-TZVPD def2/J DEFGRID3
* xyz 4 1
Bi -0.98955 0.30120 -2.54563
Ga 0.54834 0.26430 2.49406
Cl 0.94317 -1.20395 -2.88725
Cl -0.72329 -1.17798 1.31270
C 1.48349 1.11894 3.78512
C -1.24045 -0.07769 -4.83430
C -2.85442 2.20397 -3.64680
O 2.17399 1.58978 4.62378
O -0.70139 0.06525 -5.85794
O -3.56103 2.87152 -4.25964
O 1.70327 -1.63078 3.82449
H 0.83601 -2.04546 3.91904
H 2.38186 -2.27911 4.07237
*
```

Output
* HOMO-LUMO gap: 7.65 eV

Density functional theory data (ωB97M-V/def2-TZVPD) for a gas-phase ion, C7H8FO2 (charge -1) in a non-equilibrium geometry.

```
! RIJCOSX wB97M-V def2-TZVPD def2/J DEFGRID3
* xyz -1 1
C 2.74903 -0.93111 1.75058
C 2.21407 -0.27053 0.67950
C -1.30779 0.34608 0.00630
C -0.02768 0.44052 -0.26945
C 1.47690 2.25078 0.47308
C -2.42436 0.56180 -0.97439
C 1.02098 0.61742 0.78703
O 2.42632 2.22075 -0.25228
O 0.75257 3.04591 0.97083
F 0.51915 0.44226 2.05664
H 3.84060 -1.39967 1.77473
H 2.05572 -0.91381 2.63118
H 2.62322 -0.22644 -0.34643
H -1.61663 0.02500 0.94705
H 0.52458 0.48043 -1.24224
H -2.55704 1.61542 -0.93932
H -3.31382 0.06487 -0.74457
H -2.28136 0.25325 -1.92571
*
```

Output
* SMILES: C=C[C@](F)(/C=C/C)C(=O)[O-]
* HOMO-LUMO gap: 7.47 eV

Density functional theory data (ωB97M-V/def2-TZVPD) for a molecular structure, C11H16F4K3N2O17S4 in a non-equilibrium geometry.

```
! RIJCOSX wB97M-V def2-TZVPD def2/J DEFGRID3
* xyz 1 1
K 9.93184 21.66701 -4.74390
K 10.33478 20.57523 -1.29705
K 4.53714 20.59164 -5.76644
N 11.87989 20.25445 -3.54060
S 13.34420 21.08485 -3.79130
O 14.15418 20.78295 -4.96250
O 14.03128 21.46700 -2.54839
F 12.69901 22.48648 -4.25273
S 12.51938 18.96923 -3.65202
O 13.33920 18.55945 -2.61143
O 12.73871 18.32448 -4.93191
F 11.20337 18.15973 -3.11577
N 8.01585 20.76310 -2.74004
S 7.19898 19.25689 -2.90118
O 6.13403 19.27965 -3.89549
O 7.08988 18.52388 -1.61786
F 8.33595 18.40961 -3.71132
S 6.83582 21.60280 -2.21544
O 6.57653 21.44646 -0.76455
O 5.66680 21.67726 -3.05401
F 7.55309 22.98363 -2.44356
C 7.41341 14.89673 -2.46177
C 7.52933 15.31973 -0.99088
O 7.82737 14.05439 -0.39383
C 7.39177 13.10067 -1.21701
O 7.40859 11.85937 -1.02891
O 7.22970 13.54212 -2.40952
H 8.27395 15.18888 -3.06361
H 6.56951 15.23039 -3.06560
H 6.63780 15.68592 -0.48179
H 8.31226 16.07717 -0.95341
C 8.13362 24.71040 -0.08643
C 8.63347 25.82907 0.80964
C 9.76556 25.42253 1.74214
O 10.70161 26.47888 1.55287
C 10.41739 27.15288 0.45370
O 11.25390 27.94523 0.00089
O 9.25098 26.80941 -0.05393
H 7.44474 24.06740 0.46137
H 8.98002 24.11822 -0.43433
H 7.51553 25.17091 -0.85715
H 7.93709 26.30015 1.50335
H 10.14487 24.41907 1.54902
H 9.39971 25.32284 2.76406
C 10.70736 18.07197 -9.58704
C 9.89801 17.78305 -8.29510
C 10.31685 18.55213 -7.01214
O 9.09080 19.01353 -6.35246
C 8.11911 18.76312 -7.21427
O 6.97415 19.16144 -6.99555
O 8.60363 18.32351 -8.37546
H 10.66249 19.12736 -9.85581
H 10.26535 17.59825 -10.46358
H 11.72416 17.69883 -9.46464
H 9.83974 16.70922 -8.11735
H 10.97920 19.34359 -7.36283
H 10.91580 17.89324 -6.38347
*
```

Output
* HOMO-LUMO gap: 8.14 eV

Density functional theory data (ωB97M-V/def2-TZVPD) for 2 unconnected molecules or ions with the total composition C2H9NO2 in a non-equilibrium geometry.

```
! RIJCOSX wB97M-V def2-TZVPD def2/J DEFGRID3
* xyz 0 1
C -0.26944 1.73439 1.09134
O -1.15750 0.60290 0.89768
H 0.34523 1.53853 2.02648
H 0.39705 1.96421 0.21264
H -0.92831 2.65684 1.12917
H -0.66173 -0.21348 0.99985
N -0.09807 -0.57474 -1.71433
C 0.86971 -0.97184 -0.72244
O 0.36688 -1.61377 0.59996
H -0.83846 -1.31541 -1.93619
H -0.68504 0.24033 -1.38539
H 1.56449 -1.72366 -1.11005
H 1.46085 -0.10221 -0.38460
H -0.36565 -2.22208 0.29588
*
```

Output
* SMILES: NCO.CO
* HOMO-LUMO gap: 10.78 eV

Density functional theory data (ωB97M-V/def2-TZVPD) for a molecular structure, C3H6CoF3O in a non-equilibrium geometry.

```
! RIJCOSX wB97M-V def2-TZVPD def2/J DEFGRID3
* xyz 0 5
H 0.68653 1.54014 0.45844
C -0.06986 1.21078 -0.26804
F 0.25492 2.44446 2.00158
F 0.67949 1.25641 -1.41614
F -1.19640 1.89856 -0.61719
Co 0.40419 2.10502 3.84191
C 0.27508 -1.89461 -1.24308
O -0.80352 -1.09893 -0.80481
C -0.53298 -0.25380 0.27856
H -0.10525 -2.55634 -2.02988
H 1.11075 -1.29766 -1.63989
H 0.67006 -2.49665 -0.40771
H -1.46406 -0.06739 0.83116
H 0.09107 -0.78998 1.01508
*
```

Output
* expectation value of S²: 6.0060
* HOMO-LUMO gap (spin up / spin down): 8.74 / 6.97 eV